{"formula": "C3H11N3PS", "method": "ωB97M-V/def2-TZVPD", "charge": 1, "largest_force_ha_per_bohr": 0.12775, "de_lowest_kj_mol": 247.1, "e_tot_ev": -27875.627, "symbols": ["C", "C", "C", "N", "N", "N", "P", "S", "H", "H", "H", "H", "H", "H", "H", "H", "H", "H", "H"], "positions_angstrom": [[-1.5080, 0.3946, 2.7247], [-0.1765, -0.9828, -2.0456], [0.5473, 1.4759, -0.4358], [-0.7460, -0.4976, 2.9999], [-1.1644, -0.5292, 0.3135], [-2.2164, 1.4035, 2.5409], [0.2394, -0.3738, -0.4738], [1.8960, -1.0867, 0.6056], [-0.3311, -2.1546, -1.8540], [-1.1661, -0.6844, -2.4001], [0.5177, -0.7349, -2.9275], [0.4846, 1.4781, 0.6887], [1.5537, 1.6156, -0.6155], [-0.2930, 2.0122, -0.8226], [-0.0614, -0.3163, 3.7181], [-1.4176, -0.9362, 1.3920], [-1.6772, -1.3040, -0.1579], [-3.2253, 1.4936, 2.5391], [2.4500, -1.9263, -0.4158]], "mulliken_charge": [0.4846, -0.9379, -0.9843, -0.5263, -0.5817, -0.5236, 0.6772, -0.2589, 0.3582, 0.4001, 0.3409, 0.2808, 0.4112, 0.3445, 0.2818, 0.4053, 0.3214, 0.2854, 0.2212]}

***

{"formula": "C3H11N3S", "method": "ωB97M-V/def2-TZVPD", "largest_force_ha_per_bohr": 0.02736, "de_lowest_kj_mol": 117.5, "e_tot_ev": -18594.103, "symbols": ["C", "C", "S", "N", "H", "H", "H", "H", "H", "H", "N", "C", "N", "H", "H", "H", "H", "H"], "positions_angstrom": [[0.6858, 1.9178, 0.9819], [-0.5825, 1.8795, 0.1539], [-0.5051, 0.6174, -1.2271], [1.8938, 2.3200, 0.3085], [0.8581, 0.8998, 1.3674], [0.5370, 2.5555, 1.8749], [-0.8945, 2.8481, -0.2650], [-1.3827, 1.5247, 0.8185], [1.7986, 3.2542, -0.0275], [1.9715, 1.7412, -0.5140], [-0.4171, -1.7370, 0.5288], [-0.4798, -2.8262, -0.1938], [-0.8288, -2.8741, -1.4925], [-0.5144, -0.6570, -0.1039], [-0.0099, -1.8888, 1.4513], [-0.3399, -3.7867, 0.3490], [-0.7633, -3.7402, -2.0054], [-1.0270, -2.0480, -2.0047]], "mulliken_charge": [-0.3357, -0.6810, -0.5760, -0.6195, 0.1730, 0.3466, 0.3530, 0.2772, 0.2399, 0.2383, -0.2876, 0.1680, -0.3027, 0.0789, 0.2242, 0.3036, 0.2203, 0.1795]}

***

Q: What is the formula in the first record?
A: C3H11N3PS